This record from the Open Molecules 2025 dataset describes 3 unconnected molecules or ions with the total composition C23H39BNO13PS3 in a non-equilibrium geometry. The level of theory is ωB97M-V/def2-TZVPD.

Atoms and positions in Å:
S: -2.06700 -0.71161 -0.07686
S: -4.14889 -3.75216 0.14889
S: 0.85647 4.62504 -4.86387
P: -1.44969 -0.49831 1.74075
O: 2.02713 -2.74952 1.51630
O: -1.76457 -1.88743 2.57015
O: -1.62294 4.10433 0.22642
O: 1.83430 3.82749 -5.56548
O: -0.62896 2.27935 -0.04407
O: 1.05310 0.37025 -0.12461
O: -3.86113 -2.63509 0.99066
O: 0.47084 1.32373 1.93512
O: -3.11580 -4.49751 -0.52136
O: -2.30793 0.67717 2.46768
O: 3.63843 -0.80289 0.37556
O: 1.19620 5.90510 -4.29656
O: 3.25637 0.48007 2.14038
N: -1.24077 3.09664 0.77718
C: -5.20925 -4.92825 1.02591
C: 1.67220 0.20297 4.26016
C: 3.42906 5.98026 -0.27256
C: 4.06820 -3.44946 3.23294
C: 2.43186 -0.40548 5.19191
C: 1.35382 -0.51865 0.93899
C: -6.58288 -4.85942 0.34725
C: -1.41008 3.47384 -4.04252
C: 0.66990 -0.58566 3.47330
C: 2.88987 -0.25599 1.20545
C: -5.37692 -3.27350 -1.06825
C: 3.53321 3.66387 -1.56105
C: 2.91067 -3.67263 0.94337
C: 4.23364 -3.68320 1.71626
C: 1.24715 -2.00453 0.58171
C: -1.45886 3.60580 -5.57233
C: 3.51641 4.92799 -0.84295
C: 0.39174 -0.06506 2.04145
C: 0.05404 3.60152 -3.61723
C: 1.83686 2.82563 0.22705
C: -0.58666 4.80978 -5.91710
C: 2.88916 2.44215 -0.80388
C: -6.35265 -4.44490 -1.11274
B: 0.73901 1.65076 0.50299
H: -5.85838 -2.36655 -0.70456
H: -1.99645 4.27479 -3.58800
H: 2.32304 3.07389 1.17536
H: 1.73635 1.26914 4.06710
H: -2.41771 0.45273 3.40129
H: -1.07577 5.74436 -5.64308
H: -4.88375 -3.08010 -2.01743
H: -4.76066 -5.91545 0.92908
H: 2.59331 0.00751 6.18361
H: -0.26846 -0.46270 4.03463
H: 1.29213 3.72852 -0.07447
H: 3.28198 6.91013 0.21856
H: -7.20254 -4.10923 0.84372
H: 4.50795 -2.49642 3.52036
H: 4.89061 -2.90579 1.32672
H: -5.25205 -4.64225 2.07342
H: 2.87129 -1.37201 4.95888
H: -7.10508 -5.81430 0.41868
H: -1.82974 2.52941 -3.70176
H: 3.70173 1.92620 -0.29164
H: 2.97109 3.70460 -2.49621
H: -0.27368 4.84121 -6.95884
H: 2.49430 1.78459 -1.57812
H: -7.28472 -4.16967 -1.60727
H: 0.88587 -1.65537 3.44984
H: 3.04024 -3.53987 3.57650
H: 4.64340 -4.21636 3.76903
H: 2.48442 -4.69092 0.98494
H: -2.47875 3.73554 -5.93618
H: 0.21220 -2.35007 0.69535
H: 0.55667 2.63602 -3.60744
H: 0.15713 4.08005 -2.64487
H: 1.51728 -2.16883 -0.45980
H: -5.90962 -5.27688 -1.66554
H: 4.73175 -4.64603 1.55460
H: 3.15020 -3.43842 -0.09611
H: -1.04727 2.70508 -6.03403
H: -1.96195 -1.64548 3.48433
H: 4.54901 3.36644 -1.83506

The gap between HOMO and LUMO comes out at 4.857 eV. Its multiplicity is 1. Its total charge is -2. Its HOMO energy is -1.563 eV.

Here are the Löwdin charges for atoms 1 to 4, given in e: number 1, S, carries 0.39; number 2, S, carries 0.63; number 3, S, carries 0.65; number 4, P, carries 0.37